176
Properties=species:S:1:pos:R:3:forces:R:3 method="wB97M-V/def2-TZVPD" homo_energy_ha=-0.341 multiplicity=1 homo_lumo_gap_ev=9.74 max_force_ev_per_a=3.75 energy_ev=-110762.7174
C -0.127788 -9.537705 27.104394 0.5 -0.4 -0.1
O 0.756357 -8.589062 26.446235 0.0 -0.8 2.3
C 0.391585 -8.220337 25.263074 -0.1 0.1 -1.9
O -0.648167 -8.540302 24.750321 -0.3 0.3 -0.5
O 1.317959 -7.506907 24.580682 0.9 0.5 0.9
C 2.716817 -7.444413 25.118684 -1.0 -0.6 -1.1
H -0.596196 -10.230995 26.428881 0.1 0.0 -0.7
H -0.879087 -9.154305 27.752956 -0.7 1.4 0.0
H 0.442030 -10.091973 27.811360 1.1 -0.5 0.2
H 3.348732 -6.904761 24.410724 -0.5 -0.3 -0.4
H 3.019248 -8.485840 25.187261 0.3 0.2 0.3
H 2.826671 -6.877397 26.019892 -0.4 0.0 0.9
C -6.049005 -9.989527 30.670154 0.7 -0.4 0.6
O -5.933281 -10.197841 29.283738 0.6 -0.3 -1.0
C -4.687050 -10.510721 28.890219 0.1 0.6 0.1
O -3.716548 -10.417207 29.601121 0.2 -0.4 0.0
O -4.704685 -10.835975 27.617575 -1.1 0.1 0.1
C -3.616246 -11.516978 27.036004 0.4 0.0 -1.5
H -5.369314 -9.222351 31.040566 -0.4 0.5 -0.2
H -5.686561 -10.874901 31.190776 -0.5 -0.3 0.1
H -7.097112 -9.803238 30.807129 -0.3 0.2 0.5
H -3.935123 -11.694251 25.980085 0.5 0.2 0.9
H -3.440232 -12.461120 27.512139 0.0 -0.5 0.4
H -2.688235 -10.941425 27.074175 -0.2 0.1 -0.1
C -1.713371 -5.282889 23.912054 -1.3 -1.7 0.8
O -2.042126 -4.605968 22.752944 0.4 0.7 -1.0
C -2.282733 -3.220360 22.946438 -2.4 -1.6 1.7
C -3.049888 -2.741424 21.778724 -0.2 -0.2 -1.6
O -4.384032 -3.118696 21.514371 0.2 1.9 2.3
C -4.598843 -4.397032 21.115325 0.9 -2.0 -1.9
H -1.667038 -6.396131 23.722041 0.4 1.3 0.1
H -2.567127 -5.161178 24.577838 -0.1 -0.1 0.5
H -0.863492 -4.910747 24.463954 0.7 0.1 -0.1
H -1.387505 -2.688940 22.989932 1.8 1.0 0.0
H -2.815210 -3.016312 23.936387 0.4 -0.5 -1.0
H -2.473614 -3.046678 20.918214 0.5 -0.2 -0.6
H -3.039051 -1.685180 21.741766 -0.1 1.3 0.2
H -5.678952 -4.495399 20.980596 0.2 -0.5 0.3
H -4.075529 -5.208176 21.692068 -1.0 0.8 0.0
H -4.127169 -4.482778 20.103055 -0.4 -0.3 0.2
C 3.163616 -14.045532 27.813939 -0.4 0.0 1.0
O 2.418803 -14.738424 26.883455 0.3 -0.5 -1.5
C 1.052203 -14.679426 27.027791 -1.1 -0.9 1.9
C 0.367532 -15.192745 25.799130 0.7 -0.7 0.5
O 0.353973 -14.331241 24.718845 0.1 1.0 0.3
C -0.548993 -13.247961 24.911633 -0.5 -0.1 -2.0
H 4.189935 -14.315000 27.597184 0.3 0.5 0.2
H 2.903876 -14.389827 28.829879 0.2 0.0 0.0
H 2.918686 -12.983074 27.764792 0.5 0.3 -0.1
H 0.674880 -13.691184 27.291879 0.2 0.4 0.0
H 0.757401 -15.340199 27.924539 0.2 0.6 -1.0
H -0.590267 -15.572225 26.093033 -1.2 0.1 0.0
H 0.903385 -16.065948 25.494939 0.5 -0.7 -0.4
H -0.256308 -12.470499 24.192519 -0.2 -0.1 0.4
H -0.658674 -12.824924 25.893741 0.5 0.0 0.7
H -1.531014 -13.604073 24.609164 -0.4 0.1 0.0
C 1.589499 -8.676645 19.567196 0.1 -1.0 0.1
O 2.251723 -9.350134 20.603776 -0.7 -0.7 -1.1
C 2.593619 -8.462788 21.610899 0.1 -2.1 2.7
C 3.991359 -8.032709 21.358385 0.7 0.5 0.4
O 4.821814 -9.184702 21.352686 0.9 0.6 -0.6
C 6.097844 -8.848230 20.744472 -0.7 0.8 1.5
H 2.162311 -7.805914 19.304557 0.1 0.5 -0.6
H 0.614624 -8.404853 19.939653 -0.6 0.5 -0.2
H 1.500865 -9.396970 18.753744 -0.1 0.3 -0.2
H 2.421461 -9.113711 22.518087 0.8 1.0 -0.3
H 1.888790 -7.674220 21.730511 -0.5 1.1 -0.1
H 4.430173 -7.257259 22.012908 -0.5 -0.4 0.1
H 3.917470 -7.529007 20.393530 0.6 -0.1 -0.5
H 6.750906 -9.718825 20.897268 -0.1 0.4 -0.2
H 6.506495 -7.911323 21.273402 -0.3 -1.3 -0.8
H 5.933890 -8.599761 19.693051 0.2 -0.1 0.0
C 3.650854 -9.400059 28.539832 -0.6 0.8 0.7
O 3.000020 -9.388928 29.832814 -1.1 1.5 -1.0
C 1.988884 -8.336994 29.847278 0.0 -0.3 1.4
C 0.991951 -8.648476 30.988890 0.2 -0.9 0.0
O -0.116226 -9.479922 30.530511 0.2 1.0 -0.3
C -0.557715 -10.484437 31.458273 1.2 0.8 -0.6
H 2.857191 -9.342534 27.773980 0.7 -0.3 0.0
H 4.195389 -10.319735 28.547394 0.3 -0.6 -0.5
H 4.366082 -8.552735 28.405676 -0.5 -0.4 0.2
H 1.411480 -8.246244 28.910235 0.6 0.0 0.1
H 2.472132 -7.363927 30.128627 -0.2 -0.6 -0.6
H 0.634003 -7.684929 31.443029 0.1 -0.9 -0.2
H 1.602468 -9.249808 31.714305 -0.6 0.7 -0.2
H -0.823305 -10.010620 32.388729 -0.2 0.1 0.6
H 0.361329 -11.075423 31.591836 -0.8 -0.7 0.3
H -1.455259 -10.985941 31.060990 0.7 0.0 -0.1
C 7.676664 -7.113869 27.926551 -0.2 -1.0 -1.7
O 7.925082 -6.435799 26.687039 0.3 1.0 0.7
C 7.845693 -7.141522 25.495809 -1.0 0.3 -1.2
C 6.508172 -7.858209 25.270739 1.3 0.0 0.5
O 6.604308 -8.988664 26.141266 -1.4 -0.3 -1.0
C 5.683815 -9.987417 25.717004 -0.6 -0.4 0.8
H 8.126717 -8.147735 27.895112 -0.4 1.1 0.3
H 6.588155 -7.163141 28.019968 0.1 -0.4 0.5
H 8.098366 -6.473758 28.666266 0.4 0.2 0.7
H 8.575994 -7.935713 25.493586 0.7 -0.2 -0.3
H 8.008378 -6.396594 24.667601 0.1 -0.7 0.8
H 6.411496 -8.202222 24.233888 0.1 0.1 0.0
H 5.674471 -7.206958 25.516809 -0.3 0.0 0.2
H 4.602038 -9.663770 25.629671 1.3 -0.1 0.4
H 5.783829 -10.798499 26.443903 -0.4 0.1 0.1
H 5.955496 -10.450192 24.772195 0.3 0.3 -0.5
O 3.401994 -2.302162 27.602302 -0.7 -0.6 0.0
C 2.486499 -3.043406 27.921392 2.0 2.5 0.2
O 1.535709 -3.397799 27.101582 -1.2 -1.8 0.5
C 0.916450 -4.595072 27.774036 0.1 -1.1 -1.5
C 1.026402 -4.378845 29.279301 -0.9 0.3 -0.5
C 2.304030 -3.573138 29.301514 0.5 0.2 1.6
H 1.552653 -5.466362 27.448527 -0.7 0.7 0.2
H -0.088120 -4.696435 27.350666 0.4 -0.1 0.2
H 0.953103 -5.302195 29.898117 0.4 0.6 -0.7
H 0.169491 -3.755992 29.550279 0.1 0.0 0.3
H 3.179662 -4.203203 29.455377 0.1 -0.1 0.3
H 2.322362 -2.738081 30.053641 0.1 -0.8 -0.8
O 4.716209 -5.374262 27.096738 0.5 0.6 -0.6
C 5.555402 -4.569959 26.734176 -1.1 -1.1 -0.4
O 5.849161 -4.375149 25.416089 0.3 0.3 1.0
C 6.846992 -3.308931 25.334286 0.0 -0.6 0.6
C 7.485103 -3.222572 26.737317 0.0 -1.9 -0.4
C 6.366392 -3.703102 27.634278 -0.8 -0.2 0.0
H 6.298734 -2.408109 25.181406 -0.3 0.8 -0.7
H 7.536342 -3.554989 24.514668 -0.3 0.2 0.3
H 7.876678 -2.262584 26.978246 0.4 0.6 0.1
H 8.223951 -4.035018 26.784117 0.3 0.6 0.0
H 5.655085 -2.969089 28.012471 0.1 0.4 -0.1
H 6.587464 -4.343778 28.482221 0.6 0.1 0.1
O 4.596477 -4.935914 20.821500 0.1 -0.4 -0.2
C 3.785137 -4.581867 21.624245 0.5 -0.2 0.8
O 3.600411 -5.216453 22.814014 -0.2 0.3 0.3
C 2.582799 -4.502748 23.623446 0.7 -0.7 -0.7
C 2.597392 -3.108901 23.002810 -0.2 0.2 1.5
C 2.916666 -3.379739 21.561113 0.4 1.1 -0.6
H 2.848110 -4.520381 24.664338 0.8 0.2 0.4
H 1.713549 -5.149202 23.608010 -0.7 0.4 -0.6
H 3.340378 -2.517178 23.597129 -0.3 -0.4 -0.9
H 1.650555 -2.619753 23.138736 -0.5 0.3 0.1
H 3.463979 -2.562303 21.027946 -0.7 -0.7 0.3
H 2.003024 -3.675252 21.035318 0.1 0.3 -0.2
O -3.124650 -11.425432 23.713364 -0.3 0.4 -0.6
C -2.733314 -10.667532 22.860593 0.9 -0.1 0.9
O -1.461385 -10.788500 22.392603 0.0 -1.1 0.9
C -1.074194 -9.677599 21.647709 -0.7 1.7 -1.1
C -2.401366 -9.262086 20.964221 -0.8 1.7 1.3
C -3.383839 -9.488237 22.184126 0.7 1.0 0.0
H -0.301339 -9.935531 20.943007 0.2 -0.4 -0.1
H -0.690537 -8.867635 22.283566 -0.1 -0.3 0.1
H -2.618378 -9.899766 20.144904 -0.3 -0.9 -0.6
H -2.510932 -8.219421 20.555503 0.6 -0.9 0.6
H -4.429805 -9.691194 22.037121 -0.3 -0.2 -0.6
H -3.394159 -8.580790 22.863998 0.4 -1.1 -0.6
O -1.492636 -6.405796 26.633124 -2.1 -0.6 2.7
C -2.189245 -6.682944 27.636079 1.8 0.7 -3.2
O -1.645488 -6.734579 28.832596 -0.2 -0.2 1.0
C -2.597417 -7.310221 29.807722 -0.1 0.9 -1.8
C -3.995740 -7.104443 29.164434 0.6 -0.3 0.0
C -3.679031 -6.976285 27.675419 0.9 0.8 -0.2
H -2.434698 -6.763766 30.701256 0.0 0.3 0.9
H -2.297076 -8.330797 29.890158 -0.1 -0.7 0.3
H -4.498241 -6.215923 29.526036 0.1 0.3 0.1
H -4.618917 -7.941989 29.424940 -0.3 -0.3 -0.1
H -4.119782 -6.126099 27.164454 -0.4 0.2 0.2
H -3.848458 -7.796143 27.002400 -0.2 -0.8 0.1
O 2.568859 -11.096472 25.794902 -0.3 0.2 0.6
C 2.636869 -11.637457 24.730136 0.7 -0.7 -1.0
O 1.844734 -11.289118 23.688789 0.9 -0.9 0.3
C 2.126747 -12.196642 22.511904 0.4 2.4 2.0
C 3.509989 -12.785187 22.789065 -0.2 -0.9 -0.4
C 3.670334 -12.743768 24.321554 -1.8 -0.8 0.7
H 2.111735 -11.445931 21.737156 -0.2 -0.5 -0.8
H 1.296112 -12.867448 22.569139 -0.3 -0.7 -0.6
H 4.297396 -12.186937 22.292820 -0.5 -0.4 0.2
H 3.419665 -13.800702 22.334986 0.8 0.6 0.5
H 4.641189 -12.496640 24.731010 0.2 0.3 -0.3
H 3.388500 -13.707374 24.892027 0.1 1.4 -1.1